No. 1
9
Properties=species:S:1:pos:R:3:forces:R:3:lowdin_charge:R:1 method="wB97M-V/def2-TZVPD" lumo_energy_ev=-0.3 spin_multiplicity=1 smiles="[H]/N=C/C#N.C#N" mol_weight_g_mol=81.078 max_force_ev_per_a=1.2 de_lowest_kcal_mol=42.4 gap_ha=0.411 charge=0
H 0.776601 2.285750 -0.782606 -0.218 -0.049 0.387 0.0663
N 1.310318 1.424011 -0.825313 0.364 0.087 -0.622 0.1307
C 1.139179 0.612246 0.116305 -0.800 0.746 0.482 -0.2637
C 1.846165 -0.624628 0.098816 0.375 -0.548 -0.050 -0.2152
N 2.389286 -1.632213 0.112924 0.142 -0.355 0.053 0.1658
H 0.474920 0.735398 0.985218 0.115 0.146 -0.254 0.1132
C -2.625870 -0.947315 0.108690 0.405 -0.396 0.336 -0.0961
N -3.364871 -0.285045 -0.446953 -0.567 0.574 -0.453 0.0560
H -1.945726 -1.568206 0.632922 0.184 -0.204 0.120 0.0430

---

No. 2
44
Properties=species:S:1:pos:R:3:forces:R:3:lowdin_charge:R:1 method="wB97M-V/def2-TZVPD" lumo_energy_ev=2.7 spin_multiplicity=1 mol_weight_g_mol=295.331 max_force_ev_per_a=7.4 de_lowest_kcal_mol=156.8 gap_ha=0.249 charge=-1
O 2.214926 -1.803913 -0.501122 0.008 -1.969 -1.720 0.0026
C 2.506734 -0.528171 -0.932585 2.776 0.564 5.230 -0.5312
N 2.274933 0.214593 0.501488 1.052 0.095 -4.066 0.0673
C 1.248938 1.200176 0.302379 -1.364 0.848 -0.501 -0.3626
N 0.064328 0.705176 0.959094 -2.697 -0.004 -5.015 0.0124
C 2.018074 -0.003130 -2.225569 0.213 0.424 -0.709 -0.2431
C 0.601166 -0.211652 -2.617273 -2.289 -1.412 -1.423 -0.6135
S -0.700104 1.093172 -2.289681 0.337 -0.170 0.131 0.3750
H 1.961648 -0.483852 1.183948 0.278 0.270 -0.582 0.0721
H 0.854623 1.304714 -0.747190 0.910 -0.395 0.778 -0.0290
H 1.534524 2.244943 0.515838 0.139 -0.561 0.858 0.0988
H -0.913818 0.867514 0.475178 2.877 0.329 1.223 0.0898
H 0.061101 0.657935 1.896803 -0.251 0.199 3.672 -0.0078
H 2.271287 1.033410 -2.265981 0.379 0.925 0.003 0.1121
H 2.735839 -0.481194 -2.900545 -0.404 -0.071 -0.327 0.1271
H 0.440107 -0.326728 -3.795990 0.804 -0.415 2.695 0.0880
H 0.371395 -1.160625 -2.015092 -0.427 0.872 -1.451 0.0622
H -0.247335 -0.878305 0.366650 -2.574 -1.398 0.077 0.1172
H -0.949271 -2.522611 0.022677 -0.611 3.305 0.395 0.1276
O -1.172634 -1.529713 0.264856 3.181 -1.663 -0.130 -0.2185
H -3.268079 0.466878 -0.958833 0.447 1.764 -2.446 -0.0302
H -2.349958 -0.496536 -0.083636 -2.899 0.609 -0.571 0.0605
O -3.337483 -0.036492 -0.196934 2.282 -2.976 3.000 -0.1165
H 0.645574 3.140877 -1.138595 -0.121 1.538 0.309 -0.0112
H -0.296804 3.690622 -0.153626 0.573 0.600 -0.196 0.0300
O 0.522090 3.988824 -0.605920 -0.744 -1.802 -0.448 -0.1378
H -0.817736 -2.442496 2.333173 -0.626 -0.717 1.701 0.0510
H -1.088909 -1.386799 3.167193 -0.973 2.001 0.707 -0.0844
O -0.988032 -2.303178 3.322562 0.260 -2.985 -2.600 -0.1001
H 4.300294 0.180666 -0.467351 -0.909 -2.308 -1.742 0.1429
H 2.877940 -2.354683 -0.974946 -0.723 0.077 0.483 0.1242
O 3.977524 -0.557749 -1.127825 0.082 2.671 2.189 -0.0833
H -2.198722 0.523822 2.713274 0.030 0.336 -0.339 0.0485
H -1.559826 0.502808 4.054086 -0.266 0.679 2.154 0.0581
O -1.418662 0.181409 3.197688 -0.210 0.236 -1.348 -0.0410
H -2.902285 2.351516 1.520142 2.800 3.849 -2.371 -0.0465
H -3.466998 0.822381 1.124594 0.572 2.503 0.176 0.0593
O -3.353067 1.644150 1.791195 -3.357 -6.261 2.070 -0.0832
H 1.006309 -1.874843 2.813725 -0.404 0.748 0.802 0.0467
H 0.440006 -0.580853 3.505147 -1.642 0.444 0.171 -0.0350
O 1.205673 -1.063091 3.309534 3.491 -0.701 -0.697 -0.0465
H -3.172355 -1.474529 -2.649622 -5.165 2.410 0.335 -0.0590
H -1.802570 -1.246881 -2.228556 -0.066 -0.130 -0.408 -0.0472
O -2.386412 -1.863950 -2.711954 5.232 -2.361 -0.065 -0.0457